# C47H74N7O9S4

A cluster of 12 separate species, C47H74N7O9S4 in total in a non-equilibrium geometry (wB97M-V/def2-TZVPD, OMol25).

Kohn-Sham gap   0.1865 Ha
Energy relative to the best compared isomer or geometry (same formula, charge and spin)   133.8 kJ/mol
Lowest unoccupied orbital energy   1.672 eV
E_HOMO   -0.125 Eh

ORCA input file:
```
! wB97M-V def2-TZVPD RIJCOSX def2/J DEFGRID3
* xyz -1 1
C -1.47 0.89 -0.10
C -0.81 -0.49 0.13
C 0.64 -0.44 0.41
O -1.47 -1.21 1.17
H -2.50 0.82 -0.44
H -0.85 1.46 -0.79
H -1.37 1.46 0.82
H -0.97 -0.96 -0.84
H 1.07 -0.09 -0.53
H 0.96 -1.45 0.68
H 0.93 0.29 1.17
C 5.78 -6.78 0.23
C 5.07 -5.40 0.32
C 5.80 -4.46 1.36
S 7.42 -5.25 1.71
O 7.37 -5.88 3.06
O 8.49 -4.35 1.40
C 7.28 -6.57 0.44
H 5.66 -7.24 -0.75
H 5.64 -7.41 1.10
H 4.06 -5.56 0.71
H 5.03 -4.99 -0.69
H 5.40 -4.38 2.37
H 6.10 -3.50 0.95
H 7.90 -7.41 0.73
H 7.62 -6.09 -0.48
C 3.83 -1.38 6.76
C 5.24 -1.02 7.32
C 5.33 0.51 7.66
S 4.12 1.38 6.46
O 4.80 2.23 5.53
O 3.07 1.81 7.39
C 3.58 -0.29 5.75
H 3.06 -1.29 7.53
H 3.76 -2.35 6.28
H 5.94 -1.23 6.52
H 5.55 -1.61 8.18
H 6.36 0.84 7.57
H 4.89 0.76 8.62
H 4.32 -0.53 4.98
H 2.59 -0.13 5.33
C 4.50 5.17 -3.53
C 3.23 5.73 -2.96
C 3.01 7.10 -3.75
S 4.66 7.58 -4.60
O 5.06 8.92 -4.07
O 4.63 7.22 -6.04
C 5.53 6.28 -3.68
H 4.15 4.74 -4.47
H 4.93 4.40 -2.89
H 3.57 5.89 -1.93
H 2.43 5.00 -3.08
H 2.78 7.91 -3.06
H 2.18 7.25 -4.45
H 5.83 6.73 -2.74
H 6.51 6.15 -4.16
C -4.37 -0.35 -5.98
C -2.95 0.03 -6.58
C -2.71 -0.93 -7.69
S -3.29 -2.61 -7.12
O -2.16 -3.36 -6.55
O -4.17 -3.15 -8.16
C -4.28 -1.90 -5.75
H -5.12 -0.07 -6.72
H -4.64 0.21 -5.08
H -2.22 -0.21 -5.81
H -2.80 1.04 -6.96
H -1.65 -0.96 -7.95
H -3.21 -0.58 -8.59
H -3.93 -2.33 -4.81
H -5.30 -2.29 -5.86
N -1.59 -2.16 6.47
C -1.69 -1.33 7.58
C -1.53 -2.07 8.74
C -1.36 -3.39 8.31
C -1.25 -3.40 6.92
H -1.71 -1.85 5.52
H -1.83 -0.28 7.40
H -1.49 -1.77 9.77
H -1.22 -4.29 8.90
H -0.93 -4.20 6.26
N -1.33 -6.55 -0.07
C -1.70 -7.80 0.37
C -1.22 -8.73 -0.44
C -0.78 -8.06 -1.66
C -0.95 -6.72 -1.36
H -1.40 -5.66 0.41
H -2.08 -7.99 1.36
H -1.30 -9.80 -0.33
H -0.31 -8.44 -2.56
H -0.80 -5.82 -1.94
N -6.42 -2.44 -0.16
C -7.41 -1.50 -0.27
C -8.44 -2.04 -0.99
C -8.13 -3.33 -1.44
C -6.87 -3.49 -0.98
H -5.47 -2.34 0.17
H -7.30 -0.52 0.17
H -9.32 -1.53 -1.34
H -8.71 -4.04 -2.01
H -6.19 -4.29 -1.23
N -4.77 7.05 -4.85
C -5.07 8.34 -4.64
C -4.12 8.84 -3.81
C -3.29 7.81 -3.37
C -3.68 6.66 -4.02
H -5.31 6.43 -5.45
H -5.89 8.76 -5.21
H -4.02 9.88 -3.55
H -2.59 7.82 -2.54
H -3.42 5.63 -3.83
N 2.69 -2.72 -7.10
C 3.60 -2.06 -7.84
C 4.12 -1.07 -7.08
C 3.59 -1.21 -5.81
C 2.86 -2.38 -5.80
H 2.17 -3.55 -7.33
H 3.89 -2.38 -8.83
H 4.80 -0.32 -7.45
H 3.71 -0.64 -4.90
H 2.37 -2.89 -4.98
N -0.45 7.13 3.86
C 0.87 7.47 4.11
C 1.63 6.49 3.48
C 0.74 5.47 3.15
C -0.52 5.93 3.26
H -1.23 7.75 4.06
H 1.06 8.42 4.58
H 2.70 6.50 3.58
H 0.97 4.47 2.81
H -1.49 5.49 3.07
N -5.39 0.64 4.29
C -5.12 1.74 4.99
C -6.24 2.11 5.62
C -7.15 1.09 5.49
C -6.58 0.17 4.62
H -4.77 0.21 3.62
H -4.17 2.27 5.00
H -6.28 2.96 6.28
H -8.13 0.93 5.91
H -6.83 -0.74 4.10
*
```

These are the Löwdin partial charges, in e, on atoms 1 to 8:
1 C -0.115
2 C -0.715
3 C -0.129
4 O -0.425
5 H 0.052
6 H 0.043
7 H 0.052
8 H 0.084